Arrangement w

DFT (wB97M-V/def2-TZVPD) results for a 10-piece molecular cluster, C26H72O14 overall.

The SMILES is CC(C)O.CC(C)O.CC(C)O.CC(C)O.CC(C)O.CC(C)O.OCCO.OCCO.OCCO.OCCO. The orbital gap is 9.49 eV. The value obtained for the LUMO energy is 0.0026 Eh.

```
112
C26H72O14 | the Open Molecules 2025 dataset | wB97M-V/def2-TZVPD
C -0.182 2.566 3.724
C 0.371 3.296 4.967
C 0.779 4.782 4.525
O -0.413 3.363 6.142
H 0.548 2.733 2.856
H -1.183 3.036 3.278
H -0.429 1.549 3.811
H 1.292 2.810 5.292
H 1.326 4.618 3.624
H 1.403 5.127 5.397
H -0.042 5.522 4.240
H 0.174 3.567 6.902
C 1.847 -4.339 -5.098
C 3.239 -4.018 -4.510
C 3.277 -4.181 -2.977
O 4.256 -4.615 -5.237
H 1.778 -5.427 -5.161
H 1.711 -3.668 -5.944
H 1.033 -3.858 -4.463
H 3.345 -2.875 -4.670
H 3.372 -5.349 -2.627
H 2.355 -3.708 -2.457
H 4.114 -3.865 -2.473
H 4.166 -4.133 -6.149
C -1.843 2.767 -3.784
C -2.916 2.163 -2.912
C -3.337 0.747 -3.267
O -2.432 2.221 -1.598
H -0.894 2.420 -3.549
H -1.823 3.592 -3.337
H -2.032 2.913 -4.928
H -3.764 2.818 -3.003
H -2.688 0.204 -3.283
H -4.079 0.686 -4.057
H -4.130 0.238 -2.544
H -3.281 2.481 -0.984
C -0.183 -1.989 -0.586
C -1.106 -0.798 -0.662
C -1.586 -0.254 0.695
O -0.601 0.154 -1.372
H 0.161 -2.529 -1.539
H -0.584 -2.801 -0.155
H 0.725 -1.609 0.143
H -1.949 -1.100 -1.490
H -1.907 -1.112 1.303
H -2.507 0.486 0.587
H -0.986 0.424 1.200
H -1.106 1.122 -1.629
C -5.949 -0.441 0.321
C -7.083 0.426 0.584
C -7.240 0.952 1.964
O -7.055 1.542 -0.338
H -6.144 -1.565 0.955
H -4.866 -0.171 0.627
H -5.810 -0.427 -0.810
H -7.812 -0.278 0.116
H -6.356 1.631 2.124
H -7.441 0.179 2.720
H -8.276 1.642 1.995
H -7.946 1.826 -0.426
C 2.130 3.528 -0.179
C 0.635 3.652 -0.306
C 0.027 4.905 0.080
O 0.373 3.341 -1.638
H 2.552 2.547 -0.447
H 2.164 3.683 0.931
H 2.630 4.281 -0.582
H 0.033 2.790 0.168
H 0.466 5.308 0.984
H -1.000 4.961 0.072
H 0.519 5.617 -0.723
H -0.503 3.101 -1.791
O -0.242 -4.217 2.679
C -1.674 -4.324 2.672
C -2.038 -3.078 3.611
O -3.431 -3.021 3.954
H -0.066 -4.651 1.889
H -2.184 -4.129 1.804
H -1.775 -5.379 3.151
H -1.654 -2.131 3.258
H -1.565 -3.176 4.651
H -3.706 -2.164 4.112
O 3.589 -0.246 0.344
C 4.701 -1.088 0.050
C 5.986 -0.592 0.744
O 7.026 -1.507 0.389
H 3.100 -0.355 -0.310
H 4.276 -2.022 0.236
H 4.745 -1.029 -1.097
H 5.849 -0.522 1.834
H 6.122 0.364 0.541
H 7.798 -0.936 0.322
O 1.726 -2.852 3.969
C 1.742 -1.711 3.178
C 2.751 -0.885 3.764
O 2.708 0.418 3.272
H 1.097 -3.496 3.670
H 1.969 -1.818 2.224
H 0.812 -1.262 3.041
H 3.722 -1.216 3.650
H 2.391 -0.819 4.761
H 2.687 0.426 2.241
O 2.012 -0.175 -5.464
C 2.153 0.333 -4.203
C 2.366 -0.680 -3.169
O 2.200 0.103 -1.977
H 2.983 -0.480 -5.684
H 2.914 0.907 -4.403
H 1.033 0.748 -4.073
H 3.288 -0.965 -3.235
H 1.916 -1.601 -3.318
H 1.387 0.062 -1.741
```

=====

Arrangement x

DFT (wB97M-V/def2-TZVPD) results for C26H72O14 as an isolated structure.

The orbital gap is 9.59 eV. The value obtained for the LUMO energy is 0.0027 Eh.

```
112
C26H72O14 | the Open Molecules 2025 dataset | wB97M-V/def2-TZVPD
C 2.881 -1.243 -1.203
C 3.771 -0.459 -0.139
O 4.725 -1.401 0.424
O 1.859 -0.385 -1.614
H 2.352 -2.198 -0.748
H 3.278 -1.433 -2.106
H 2.954 0.112 0.518
H 4.362 0.183 -0.874
H 5.055 -0.835 0.979
H 2.366 0.137 -2.224
C -2.423 3.295 -0.128
C -3.735 4.012 -0.680
O -3.940 5.283 -0.128
O -2.302 1.955 -0.628
H -2.446 3.372 1.068
H -1.460 3.814 -0.417
H -4.622 3.449 -0.911
H -3.419 4.186 -1.679
H -4.645 5.969 -0.672
H -1.560 1.450 -0.447
C -3.233 -2.026 -2.134
C -4.413 -2.768 -1.498
O -4.846 -3.712 -2.421
O -2.184 -2.897 -2.380
H -2.938 -1.107 -1.730
H -3.650 -1.776 -3.179
H -5.367 -2.253 -1.431
H -4.214 -3.240 -0.599
H -4.093 -3.935 -2.955
H -1.528 -2.372 -2.794
C -1.201 4.104 3.887
C -1.860 5.163 4.691
O -2.088 6.398 3.979
O -0.715 3.084 4.785
H -0.359 4.351 3.173
H -1.836 3.652 3.168
H -1.051 5.395 5.498
H -2.722 4.884 5.197
H -2.836 6.287 3.409
H -1.625 2.793 5.149
C 2.045 2.748 -4.758
C 2.094 2.800 -3.210
C 0.596 2.556 -2.584
O 3.115 1.809 -2.867
H 2.974 3.067 -5.234
H 1.248 3.322 -5.080
H 1.630 1.924 -5.285
H 2.638 3.706 -2.778
H 0.101 1.550 -3.116
H -0.110 3.432 -2.751
H 0.400 2.248 -1.645
H 4.028 2.109 -3.056
C 1.504 -1.219 -4.885
C 0.099 -0.780 -4.729
C -0.930 -1.342 -5.785
O -0.276 -1.094 -3.391
H 2.204 -0.765 -4.335
H 1.786 -0.984 -6.060
H 1.428 -2.359 -4.802
H 0.249 0.332 -4.921
H -1.969 -0.988 -5.659
H -1.151 -2.365 -5.479
H -0.629 -1.243 -6.826
H 0.488 -0.757 -2.923
C 4.171 3.437 0.569
C 3.127 3.196 1.685
C 1.696 3.105 1.193
O 3.388 2.028 2.449
H 5.111 3.343 1.084
H 4.062 4.458 0.053
H 4.343 2.709 -0.095
H 3.131 4.232 2.541
H 1.522 4.106 0.472
H 0.813 3.313 1.967
H 1.510 2.115 0.695
H 3.062 1.993 3.314
C 2.300 -4.951 2.703
C 2.636 -3.419 2.290
C 2.511 -2.547 3.518
O 4.002 -3.393 1.924
H 1.494 -4.998 3.247
H 3.089 -5.569 3.390
H 2.397 -5.509 1.780
H 2.059 -3.309 1.516
H 3.082 -1.814 3.253
H 3.144 -2.928 4.444
H 1.518 -2.329 3.983
H 3.918 -2.857 1.186
C -1.159 0.407 2.203
C -0.141 -0.288 1.217
C -0.541 -1.807 1.171
O -0.383 0.359 -0.001
H -2.218 0.153 2.148
H -1.311 1.600 2.213
H -0.728 0.207 3.228
H 0.844 -0.368 1.527
H -0.487 -2.295 2.073
H 0.096 -2.293 0.425
H -1.463 -2.013 0.681
H 0.293 0.307 -0.507
C -1.957 -4.928 1.307
C -2.914 -4.910 2.313
C -3.270 -3.599 2.943
O -4.105 -5.594 1.862
H -2.229 -4.243 0.640
H -2.238 -5.704 0.798
H -0.968 -4.934 1.456
H -2.449 -5.600 3.127
H -3.904 -2.961 2.448
H -2.459 -3.021 3.133
H -3.788 -3.681 3.968
H -4.458 -6.196 2.424
```

=====

Q: Which of them is the least stable? A: arrangement w.

=====

Arrangement w

DFT (wB97M-V/def2-TZVPD) results for an isolated molecule of C3H7BO3.

The SMILES is CB(O)COC=O. The orbital gap is 10.91 eV. The value obtained for the LUMO energy is 0.0152 Eh.

```
14
C3H7BO3 | the Open Molecules 2025 dataset | wB97M-V/def2-TZVPD
C -1.597 0.614 -0.896
B -0.127 0.096 -1.036
O 0.621 0.528 -2.091
C 0.545 -0.879 0.045
O 1.388 -0.034 0.890
C 0.973 0.069 2.173
O 1.684 -0.096 3.109
H -1.720 1.586 -1.379
H -1.889 0.726 0.152
H -2.292 -0.088 -1.369
H 1.476 0.090 -2.143
H -0.200 -1.391 0.661
H 1.217 -1.627 -0.382
H -0.077 0.406 2.267
```

=====

Arrangement x

DFT (wB97M-V/def2-TZVPD) results for an isolated molecule of C3H7BO3.

The SMILES is C=C(OC)B(O)O. The orbital gap is 8.59 eV. The value obtained for the LUMO energy is 0.0125 Eh.

```
14
C3H7BO3 | the Open Molecules 2025 dataset | wB97M-V/def2-TZVPD
C -0.272 1.003 -0.933
C 0.243 -0.130 -0.195
O -0.384 -0.740 0.850
C -1.648 -0.165 1.203
B 1.674 -0.818 -0.426
O 2.064 -1.887 0.334
O 2.437 -0.238 -1.449
H -0.977 1.581 -0.336
H 0.075 1.331 -1.935
H -2.072 -0.680 2.026
H -2.253 -0.579 0.368
H -1.607 0.849 1.603
H 2.817 -2.565 0.212
H 3.316 -0.640 -1.588
```

=====

Q: Which of them is the least stable? A: arrangement x.

=====

Arrangement w

DFT (wB97M-V/def2-TZVPD) results for an isolated molecule of CH2O.

The SMILES is C=O. The orbital gap is 11.19 eV. The value obtained for the LUMO energy is 0.0326 Eh.

```
4
CH2O | the Open Molecules 2025 dataset | wB97M-V/def2-TZVPD
C 0.040 -0.003 -0.025
O -1.164 -0.038 -0.009
H 0.424 0.881 0.017
H 0.699 -0.841 0.017
```

=====

Arrangement x

DFT (wB97M-V/def2-TZVPD) results for an isolated molecule of CH2O.

The SMILES is C=O. The orbital gap is 11.00 eV. The value obtained for the LUMO energy is 0.0291 Eh.

```
4
CH2O | the Open Molecules 2025 dataset | wB97M-V/def2-TZVPD
C 0.038 0.038 -0.059
O -1.039 -0.277 -0.499
H 0.732 -0.889 0.290
H 0.269 1.128 0.268
```

=====

Q: Which of them is the least stable? A: arrangement w.

=====

Arrangement w

DFT (wB97M-V/def2-TZVPD) results for an isolated molecule of C3H3IN2S.

The SMILES is Cc1nnsc1I. The orbital gap (alpha / beta) is 8.28 / 8.28 eV. The value obtained for the LUMO energy (alpha / beta) is -0.0104 / -0.0104 Eh.

```
10
C3H3IN2S | the Open Molecules 2025 dataset | wB97M-V/def2-TZVPD
C 1.289 -0.830 0.092
C 0.320 0.298 0.045
N 0.475 1.531 0.141
N -0.525 2.359 0.065
S -2.048 1.593 -0.150
C -1.494 0.057 -0.169
I -2.415 -1.724 -0.328
H 1.716 -0.948 -0.863
H 2.068 -0.660 0.828
H 0.613 -1.677 0.338
```

=====

Arrangement x

DFT (wB97M-V/def2-TZVPD) results for C3H3IN2S as an isolated structure.

The orbital gap is 9.08 eV. The value obtained for the LUMO energy is 0.0124 Eh.

```
10
C3H3IN2S | the Open Molecules 2025 dataset | wB97M-V/def2-TZVPD
C 0.455 0.387 -0.071
C -1.439 0.087 0.205
C 1.337 -0.810 -0.159
N 0.513 1.632 0.010
N -2.011 1.204 0.031
S -1.002 2.464 0.049
I -2.492 -1.628 0.173
H 1.094 -1.584 -0.804
H 2.370 -0.558 -0.344
H 1.175 -1.194 0.910
```

=====

Q: Which of them is the least stable? A: arrangement w.